Here is a cluster of 2 separate species, Cl3O3P in total at a distorted geometry from OMol25. Energies are from the ωB97M-V functional and the def2-TZVPD basis.

CARTESIAN COORDINATES (ANGSTROEM)
O  0.329  -2.061  -0.811
O  1.099  1.018  1.917
O  -0.316  0.266  -1.908
P  -0.164  -0.704  -0.514
Cl  2.057  0.513  3.055
Cl  -1.046  1.774  -1.964
Cl  -1.958  -0.807  0.225

Output
LUMO level (alpha / beta) = -2.46 / -2.63 eV
orbital gap (alpha / beta) = 8.6 / 7.1 eV
energy above the lowest of the compared OMol25 structures with the same formula, charge and spin = 383.7 kJ/mol
HOMO (alpha / beta) = -0.40570 / -0.35937 Eh
max |F| = 1.84 eV/Å



Here is a cluster of 6 separate species, C4H19NO5 in total at a distorted geometry from OMol25. Energies are from the ωB97M-V functional and the def2-TZVPD basis.

CARTESIAN COORDINATES (ANGSTROEM)
C  2.439  -1.221  -0.145
C  1.040  -1.373  0.095
C  0.198  -1.890  -0.796
N  -1.166  -2.108  -0.540
C  -1.857  -1.922  0.709
H  2.997  -0.570  -0.934
H  3.054  -0.707  0.767
H  3.023  -2.099  -0.335
H  0.821  -0.855  0.981
H  0.509  -2.263  -1.873
H  -1.848  -2.434  -1.252
H  -2.641  -2.654  0.883
H  -1.140  -2.331  1.517
H  -2.081  -0.951  1.035
H  -1.620  3.556  1.574
H  -1.839  2.501  0.467
O  -1.736  2.652  1.308
H  1.915  2.578  0.188
H  2.449  1.265  0.210
O  1.644  1.726  -0.007
H  -3.403  1.025  -0.793
H  -2.147  0.797  -1.724
O  -2.844  1.442  -1.415
H  0.464  0.896  -1.506
H  0.514  0.883  -3.076
O  -0.052  0.649  -2.288
H  1.227  0.689  1.726
H  0.767  1.739  2.560
O  1.311  0.979  2.660

Output
LUMO level = 0.36 eV
orbital gap = 8.1 eV
energy above the lowest of the compared OMol25 structures with the same formula, charge and spin = 290.7 kJ/mol
HOMO = -0.28311 Eh
structure (SMILES) = C/C=C/NC.O.O.O.O.O
max |F| = 8.03 eV/Å



Here is an isolated molecule of C2H3ClN2O at a distorted geometry from OMol25. Energies are from the ωB97M-V functional and the def2-TZVPD basis.

CARTESIAN COORDINATES (ANGSTROEM)
C  0.778  0.559  -0.440
C  -0.382  0.117  0.861
N  0.870  -0.080  -1.489
N  -1.197  -0.869  0.549
O  -0.398  0.712  1.872
Cl  1.687  2.041  -0.053
H  1.561  0.127  -2.316
H  -1.128  -1.353  -0.227
H  -1.791  -1.256  1.243

Output
LUMO level = 0.92 eV
orbital gap = 10.7 eV
energy above the lowest of the compared OMol25 structures with the same formula, charge and spin = 61.8 kJ/mol
HOMO = -0.36102 Eh
structure (SMILES) = [H]/N=C(\Cl)C(N)=O
max |F| = 5.58 eV/Å



Here is a structure of composition C27H41BEuF4N2O7P2S at a distorted geometry from OMol25. Energies are from the ωB97M-V functional and the def2-TZVPD basis.

CARTESIAN COORDINATES (ANGSTROEM)
Eu  -0.426  -0.284  0.172
C  0.167  -2.621  -2.862
O  -0.437  -1.395  -2.474
C  -1.584  -1.128  -3.271
C  -2.263  0.137  -2.762
O  -2.624  -0.115  -1.411
C  -3.591  0.787  -0.883
C  -4.209  0.117  0.340
O  -3.174  -0.234  1.240
C  -3.714  -0.541  2.518
H  0.515  -2.569  -3.900
H  -0.537  -3.454  -2.758
H  1.006  -2.783  -2.189
H  -2.284  -1.971  -3.178
H  -1.298  -1.011  -4.324
H  -3.162  0.335  -3.364
H  -1.581  0.996  -2.814
H  -4.372  0.986  -1.629
H  -3.110  1.735  -0.599
H  -4.752  -0.796  0.041
H  -4.918  0.807  0.819
H  -4.255  0.318  2.931
H  -2.901  -0.787  3.195
H  -4.403  -1.391  2.451
C  2.837  -3.280  -0.353
P  1.935  -1.979  0.613
C  2.052  -2.886  2.218
C  3.251  -0.702  0.663
C  4.191  -0.647  1.684
C  5.168  0.334  1.692
C  5.223  1.261  0.665
C  4.287  1.219  -0.352
C  3.290  0.253  -0.365
P  1.958  0.260  -1.637
C  2.878  -0.562  -3.032
C  2.091  1.958  -2.355
H  3.746  -3.547  0.182
H  3.117  -2.939  -1.345
H  2.206  -4.164  -0.436
H  3.058  -3.281  2.358
H  1.354  -3.724  2.157
H  1.776  -2.263  3.065
H  4.162  -1.359  2.494
H  5.873  0.383  2.507
H  5.988  2.022  0.654
H  4.326  1.968  -1.127
H  3.896  -0.181  -3.083
H  2.369  -0.337  -3.967
H  2.912  -1.639  -2.910
H  1.996  2.716  -1.581
H  1.272  2.079  -3.064
H  3.032  2.081  -2.887
F  -0.760  -1.406  2.191
B  -0.346  -0.176  2.917
F  -1.021  0.833  2.205
F  1.004  -0.103  2.685
F  -0.704  -0.268  4.200
O  -0.773  1.741  -0.713
C  0.172  2.212  -0.019
O  0.974  1.429  0.555
C  0.352  3.681  0.067
C  1.243  4.225  0.984
C  1.444  5.599  1.065
C  0.724  6.393  0.201
O  0.736  7.745  0.068
C  -0.182  8.053  -0.962
O  -0.738  6.851  -1.457
C  -0.174  5.846  -0.726
C  -0.375  4.496  -0.814
H  1.774  3.554  1.638
H  2.132  6.028  1.773
H  0.336  8.581  -1.777
H  -0.986  8.693  -0.566
H  -1.048  4.051  -1.526
S  -1.807  -2.890  -0.364
C  -2.487  -3.846  0.819
N  -3.623  -4.540  0.649
C  -3.901  -5.428  1.763
C  -2.811  -5.038  2.782
N  -1.983  -4.114  2.029
H  -4.071  -4.633  -0.246
H  -3.817  -6.475  1.456
H  -4.910  -5.259  2.143
H  -2.217  -5.898  3.101
H  -3.227  -4.555  3.672
H  -1.269  -3.554  2.462

Output
LUMO level (alpha / beta) = 0.32 / 0.32 eV
expectation value of S² = 15.76
spin multiplicity = 8
orbital gap (alpha / beta) = 5.5 / 8.0 eV
energy above the lowest of the compared OMol25 structures with the same formula, charge and spin = 188.0 kJ/mol
HOMO (alpha / beta) = -0.19154 / -0.28358 Eh
max |F| = 3.95 eV/Å